Computed, not measured: a structure of composition C28H50Cl4O12S3 in a non-equilibrium geometry, with ωB97M-V with the def2-TZVPD basis set.

**Spin multiplicity**: 1
**LUMO**: -0.0052 Eh
**Charge**: 0
**Kohn-Sham gap**: 9.31 eV

Last column: Löwdin charge in e.
Cartesian coordinates (Å):
Cl -22.371 -2.541 6.977  0.57
Cl -22.133 -7.884 -1.648  0.87
Cl -21.868 -5.114 4.605  0.76
Cl -21.328 -8.087 1.694  0.89
S -28.101 -6.414 4.267  0.74
S -23.416 -8.873 3.729  0.72
S -21.476 -1.344 2.230  0.82
O -23.550 -4.473 2.324  0.02
O -26.091 -4.659 -1.533  0.05
O -21.467 -2.567 2.977  -0.51
O -24.431 -6.137 -0.868  -0.07
O -24.961 -6.027 1.969  0.01
O -29.236 -7.327 4.322  -0.35
O -17.850 -2.422 1.939  0.07
O -21.643 -0.057 2.880  -0.29
O -17.215 -4.680 1.577  0.01
O -23.981 -9.325 4.927  -0.26
O -28.303 -5.026 3.785  -0.35
O -22.574 -7.700 3.561  -0.51
C -22.477 -10.288 2.941  -0.24
C -22.703 -3.471 4.424  -0.52
C -23.962 -5.479 1.619  -0.35
C -21.704 -5.378 1.320  -0.21
C -26.723 -6.992 -0.673  0.00
C -18.135 -3.633 1.827  -0.39
C -17.780 -5.979 1.650  -0.16
C -26.889 -7.144 3.152  -0.20
C -20.322 -8.458 0.235  -0.43
C -27.082 -6.473 5.823  -0.19
C -23.862 -9.414 1.070  -0.27
C -20.014 -1.243 1.091  -0.17
C -20.573 -1.070 -0.338  -0.17
C -21.942 -1.818 -0.341  -0.19
C -23.149 -10.693 1.585  -0.15
C -23.439 -3.134 5.714  -0.65
C -22.787 -1.509 0.932  -0.17
C -25.775 -7.046 5.338  -0.21
C -19.427 -4.203 2.077  -0.08
C -25.558 -6.760 3.813  -0.25
C -22.235 -4.105 2.096  -0.30
C -24.600 -8.701 2.202  -0.19
C -25.653 -7.983 -0.185  -0.15
C -20.552 -7.510 -0.993  -0.52
C -25.764 -5.819 -1.110  -0.31
C -24.248 -7.503 -0.590  -0.40
C -19.048 -5.710 2.392  -0.13
C -22.831 -6.119 0.806  -0.20
H -24.767 -7.434 3.485  0.01
H -21.388 -10.241 2.921  0.07
H -24.952 -7.690 2.000  0.03
H -22.718 -11.043 3.690  0.08
H -27.021 -5.477 6.263  0.10
H -19.869 -6.344 2.058  0.02
H -20.484 -9.520 0.047  0.07
H -25.711 -8.096 5.625  0.09
H -19.708 -3.684 2.994  0.14
H -20.391 -6.469 -0.713  0.07
H -22.838 -5.883 -0.258  0.12
H -19.461 -2.176 0.979  0.06
H -22.268 -3.175 1.528  0.05
H -22.721 -7.191 0.969  -0.02
H -22.451 -10.962 0.793  0.11
H -23.826 -11.539 1.705  0.11
H -25.294 -9.406 2.661  0.13
H -24.963 -6.620 5.928  0.11
H -27.557 -7.127 6.555  0.10
H -23.280 -0.548 0.790  0.11
H -27.358 -6.627 0.135  0.11
H -18.023 -6.487 0.717  0.11
H -16.997 -6.470 2.228  0.14
H -25.589 -7.942 0.903  0.04
H -20.060 -4.136 1.193  0.11
H -23.967 -3.985 6.145  0.05
H -21.693 -3.913 3.022  -0.03
H -18.932 -5.927 3.455  0.13
H -22.506 -1.543 -1.232  0.12
H -25.284 -5.715 3.665  0.13
H -21.196 -4.998 0.434  0.10
H -24.407 -9.508 0.131  0.09
H -27.305 -7.259 -1.556  0.12
H -19.987 -1.580 -1.103  0.12
H -23.110 -8.806 0.567  0.01
H -19.270 -8.474 0.520  0.07
H -23.563 -2.180 1.299  0.11
H -20.696 -0.023 -0.616  0.11
H -23.439 -7.697 0.114  -0.02
H -27.213 -6.855 2.152  0.09
H -21.775 -2.895 -0.386  0.10
H -24.239 -2.427 5.495  0.08
H -23.943 -8.012 -1.504  0.01
H -22.001 -2.679 4.166  0.00
H -19.461 -0.384 1.472  0.11
H -19.829 -7.718 -1.781  0.08
H -27.098 -8.214 3.147  0.11
H -21.217 -6.073 2.004  0.01
H -25.742 -9.054 -0.368  0.12
H -23.385 -3.517 3.574  0.08